Entry from OMol25: a cluster of 16 separate species, C64H101NO46 in total (ωB97M-V with the def2-TZVPD basis set).

Calculated values
energy: -6015.265211 hartree
molar mass: 1620.5 Da
total charge: 0
HOMO: -0.3390 Ha
HOMO-LUMO gap: 9.78 eV

CARTESIAN COORDINATES (ANGSTROEM)
1 C 0.0934 -3.7068 0.1717
2 C 1.1753 -4.6422 0.5862
3 C 1.7075 -4.4011 2.0106
4 O 2.4534 -3.2152 1.9078
5 C 3.6636 -3.1837 2.6018
6 N 0.5745 -5.9834 0.4441
7 H -0.8734 -4.1534 0.4180
8 H 0.1765 -3.4071 -0.9026
9 H 0.1637 -2.7511 0.6975
10 H 1.9838 -4.5698 -0.1129
11 H 2.2658 -5.2892 2.3096
12 H 0.9491 -4.3404 2.8381
13 H 3.4832 -3.1638 3.6791
14 H 4.1293 -2.1928 2.3298
15 H 4.3073 -4.0245 2.2594
16 H 1.3589 -6.6965 0.7983
17 H -0.1640 -5.9833 1.1354
18 C -5.9987 4.1230 -7.1756
19 C -4.8331 3.2164 -7.0410
20 C -4.1442 2.7694 -8.2931
21 O -2.7790 2.8835 -8.0149
22 C -2.6202 3.6150 -6.8831
23 O -1.5554 3.9369 -6.5192
24 O -3.7813 3.8654 -6.2561
25 H -5.7817 5.1194 -7.4908
26 H -6.5153 4.1980 -6.1710
27 H -6.7734 3.6848 -7.8092
28 H -5.1137 2.3543 -6.3998
29 H -4.4520 3.4626 -9.1532
30 H -4.4445 1.7356 -8.5998
31 C 0.3128 -6.2466 -3.7580
32 C -1.1063 -6.4080 -3.3555
33 C -1.3744 -7.2351 -2.0819
34 O -2.2878 -6.4201 -1.3472
35 C -2.3319 -5.2068 -1.8539
36 O -2.9592 -4.2798 -1.4020
37 O -1.5333 -5.1260 -2.8859
38 H 0.8277 -7.1507 -4.0375
39 H 0.8304 -5.6573 -2.9904
40 H 0.3300 -5.6452 -4.7290
41 H -1.7501 -6.8504 -4.1733
42 H -0.4850 -7.3456 -1.4931
43 H -1.8255 -8.1944 -2.3516
44 C 0.0848 5.8600 -3.0255
45 C -0.6692 4.8799 -2.2181
46 C -2.1647 4.6685 -2.5434
47 O -2.3299 3.2830 -2.4248
48 C -1.1444 2.7146 -2.4828
49 O -0.9133 1.5537 -2.5026
50 O -0.1145 3.5944 -2.4222
51 H 0.2065 5.3615 -3.9852
52 H 1.0534 6.0382 -2.6577
53 H -0.4462 6.7689 -2.9929
54 H -0.4886 5.1048 -1.1747
55 H -2.5232 4.9936 -3.5110
56 H -2.6653 5.1726 -1.7837
57 C 3.1022 -2.6729 -1.6176
58 C 4.5101 -2.3557 -1.9710
59 C 5.0192 -1.0467 -1.4110
60 O 6.1239 -1.3855 -0.5454
61 C 6.2665 -2.7232 -0.4973
62 O 7.0164 -3.3143 0.2694
63 O 5.4242 -3.3693 -1.3230
64 H 2.3976 -1.8606 -1.8409
65 H 2.9824 -2.6920 -0.5675
66 H 2.8784 -3.6574 -2.0192
67 H 4.5733 -2.5177 -3.0631
68 H 4.2504 -0.6332 -0.7811
69 H 5.4686 -0.3698 -2.1352
70 C -2.3995 -1.4086 -1.9990
71 C -2.3044 -1.3763 -3.5296
72 C -2.9061 -2.5737 -4.1583
73 O -3.5888 -2.0394 -5.2964
74 C -3.6887 -0.7082 -5.1811
75 O -4.3974 -0.0848 -5.9704
76 O -3.0498 -0.2391 -4.1237
77 H -1.9388 -0.4493 -1.6505
78 H -1.9157 -2.3747 -1.7537
79 H -3.4316 -1.3157 -1.6104
80 H -1.2323 -1.1906 -3.9206
81 H -3.6714 -3.0534 -3.5448
82 H -2.1715 -3.2864 -4.5762
83 C 2.5668 -1.3606 6.2226
84 C 2.1215 -0.7743 4.9198
85 C 0.8717 -1.5882 4.4383
86 O -0.1701 -0.6186 4.2841
87 C 0.2032 0.5161 4.8810
88 O -0.5775 1.4700 4.9844
89 O 1.5183 0.5491 5.1841
90 H 3.1644 -0.7141 6.8742
91 H 3.2061 -2.2712 6.0967
92 H 1.7350 -1.6329 6.8967
93 H 2.8369 -0.5685 4.1510
94 H 0.6220 -2.4302 5.1312
95 H 1.1158 -1.9392 3.4516
96 C -6.1212 3.1483 -3.2613
97 C -6.4163 1.7869 -2.5899
98 C -5.2659 0.8070 -2.4049
99 O -5.0692 0.8256 -0.9689
100 C -5.9727 1.5978 -0.3543
101 O -5.9747 1.8149 0.8513
102 O -6.7841 2.1304 -1.2593
103 H -6.1905 3.0224 -4.3707
104 H -5.1904 3.6190 -3.0147
105 H -6.9889 3.7922 -3.0141
106 H -7.3466 1.3506 -3.0165
107 H -4.3350 1.1959 -2.9851
108 H -5.5169 -0.1865 -2.6879
109 C 6.9222 0.3580 2.0810
110 C 6.8585 -1.0447 2.7028
111 C 8.2376 -1.6570 3.0889
112 O 7.9261 -2.3444 4.3418
113 C 6.7429 -1.9540 4.7833
114 O 6.1877 -2.3533 5.8143
115 O 6.1848 -1.0227 3.9886
116 H 7.4903 0.3331 1.1061
117 H 7.3642 1.1034 2.7636
118 H 5.9302 0.7133 1.8423
119 H 6.2728 -1.6901 2.0528
120 H 9.0395 -0.9035 3.1858
121 H 8.5320 -2.3703 2.3307
122 C -4.5104 -0.6363 5.4968
123 C -4.7416 -1.2001 4.0666
124 C -4.4879 -0.2014 2.9035
125 O -3.3156 -0.7080 2.2170
126 C -2.8406 -1.7940 2.8545
127 O -1.8302 -2.3713 2.5420
128 O -3.7514 -2.2557 3.8018
129 H -5.2566 0.0451 5.9096
130 H -3.6516 -0.0417 5.5660
131 H -4.4520 -1.5129 6.1378
132 H -5.7502 -1.6557 3.9966
133 H -4.2997 0.8782 3.1826
134 H -5.3516 -0.2254 2.2017
135 C -0.7124 1.2943 1.4524
136 C 0.3916 0.2853 1.2192
137 C 0.8291 0.3755 -0.2451
138 O 2.2406 0.0367 -0.1534
139 C 2.6302 0.3625 1.1114
140 O 3.6940 0.2309 1.6032
141 O 1.5748 0.7429 1.9116
142 H -0.4912 2.3243 1.1831
143 H -0.9666 1.3287 2.5087
144 H -1.5361 1.0123 0.7853
145 H 0.0261 -0.6816 1.4591
146 H 0.7709 1.3965 -0.6559
147 H 0.3519 -0.3518 -0.9079
148 C 8.1118 -6.7665 -1.2403
149 C 6.6794 -7.2326 -0.8565
150 C 6.1875 -7.0740 0.5808
151 O 4.7633 -6.9422 0.3979
152 C 4.6624 -6.2053 -0.7562
153 O 3.6743 -5.7138 -1.1763
154 O 5.7777 -6.3652 -1.5064
155 H 8.1881 -6.7998 -2.3616
156 H 8.7448 -7.5061 -0.8476
157 H 8.3809 -5.7975 -0.8501
158 H 6.4807 -8.1924 -1.2840
159 H 6.5486 -6.1324 1.0596
160 H 6.2790 -7.9642 1.1814
161 C -0.7548 4.3914 5.9908
162 C -2.2397 3.9656 5.7982
163 C -2.8564 3.1469 6.9517
164 O -4.1671 3.7905 7.2056
165 C -4.1916 4.9391 6.5475
166 O -5.1466 5.6378 6.5032
167 O -3.0289 5.1448 5.8606
168 H -0.7456 5.1419 6.8372
169 H -0.5128 4.8964 5.0579
170 H -0.1704 3.5676 6.2172
171 H -2.3903 3.4671 4.8029
172 H -2.2693 3.0930 7.8974
173 H -3.1964 2.0942 6.8093
174 C 4.1719 5.3144 2.5333
175 C 3.1682 4.1913 2.1565
176 C 1.7445 4.7176 1.8779
177 O 1.7210 4.9420 0.5144
178 C 2.6515 4.0393 -0.0657
179 O 2.7488 3.7975 -1.2114
180 O 3.4850 3.5701 0.8866
181 H 3.6715 6.0955 3.0930
182 H 4.4239 5.8313 1.5647
183 H 5.0872 4.8485 3.0264
184 H 3.1888 3.4290 2.9167
185 H 1.4994 5.6456 2.3734
186 H 0.9673 4.0304 2.1465
187 C 3.1503 2.1495 -4.1913
188 C 2.1995 1.0778 -3.9481
189 C 1.0782 0.8201 -4.9487
190 O 1.4352 -0.4477 -5.5117
191 C 2.4282 -1.0367 -4.8109
192 O 2.8531 -2.1572 -4.8891
193 O 2.8443 -0.1647 -3.8702
194 H 3.7702 2.1335 -3.3138
195 H 2.6889 3.1444 -4.1126
196 H 3.6325 2.0468 -5.1680
197 H 1.6294 1.1821 -3.0072
198 H 1.0559 1.5180 -5.7752
199 H 0.0965 0.7283 -4.4694
200 C -7.5946 4.5681 2.3284
201 C -6.2780 5.2926 2.1582
202 C -5.1365 4.8765 3.0994
203 O -3.9314 5.0152 2.2850
204 C -4.3270 4.9923 0.9687
205 O -3.5383 5.0803 0.0957
206 O -5.6558 4.9508 0.8424
207 H -7.4588 3.4948 2.3275
208 H -8.2692 4.7676 1.4950
209 H -8.1500 5.0039 3.1518
210 H -6.3264 6.4153 2.2051
211 H -5.2326 3.8141 3.3791
212 H -5.1004 5.5218 4.0146

Cartesian forces (eV/Å) of the 6 atoms listed first:
C -0.31 1.66 -0.55
C -0.73 -0.97 0.55
C -0.64 -0.20 -0.25
O -0.32 0.31 -0.02
C 0.76 0.99 -0.51
N 2.87 -1.83 0.95